[1]
Formula: C22H18F2O
Source: the Open Molecules 2025 dataset
Level of theory: the ωB97M-V functional and the def2-TZVPD basis

The geometry in XYZ format:
```
43
Properties=species:S:1:pos:R:3
F -5.202 0.680 2.428
C -3.908 0.231 2.425
C -3.681 -1.142 2.517
C -2.367 -1.561 2.650
C -1.259 -0.649 2.672
C 0.016 -1.209 2.965
C 1.317 -0.652 2.846
C 2.412 -1.576 2.753
C 3.730 -1.160 2.654
C 3.968 0.213 2.628
F 5.265 0.649 2.569
C 2.959 1.172 2.712
C 1.647 0.735 2.867
C -1.566 0.721 2.418
C -2.882 1.172 2.372
H -4.509 -1.852 2.490
H -2.149 -2.621 2.753
H -0.002 -2.271 3.215
H 2.178 -2.640 2.748
H 4.555 -1.872 2.590
H 3.193 2.235 2.665
H 0.861 1.468 3.025
H -0.762 1.428 2.234
H -3.109 2.236 2.262
C -2.542 -0.354 5.979
C -1.287 -1.201 5.890
C -0.077 -0.502 6.179
C 1.161 -1.125 6.495
C 1.398 -2.526 6.418
C 2.642 -3.048 6.744
C 3.680 -2.199 7.158
C 3.456 -0.815 7.254
C 2.217 -0.284 6.937
O -1.344 -2.406 5.565
H -2.433 0.597 5.436
H -3.390 -0.907 5.571
H -2.726 -0.130 7.042
H -0.136 0.581 6.291
H 0.573 -3.167 6.110
H 2.794 -4.127 6.688
H 4.657 -2.615 7.409
H 4.245 -0.147 7.597
H 1.988 0.781 7.041
```

Values from the calculation:
Multiplicity ... 1
Lowest unoccupied orbital energy ... -2.4 eV
Relative energy (zero: lowest compared OMol25 entry of this formula, charge and spin) ... 46.58 kcal per mole
Charge ... 0
Orbital gap ... 3.84 eV

[2]
Formula: C22H19GeI2NOsS
Source: the Open Molecules 2025 dataset
Level of theory: the ωB97M-V functional and the def2-TZVPD basis

The geometry in XYZ format:
```
47
Properties=species:S:1:pos:R:3
Os 0.926 1.174 -2.047
S -0.501 -0.153 -3.026
C -1.384 1.368 -3.379
C -2.437 1.689 -4.193
C -2.822 3.033 -4.207
C -2.142 3.967 -3.437
C -1.069 3.564 -2.659
N -0.710 2.275 -2.633
H -2.939 0.942 -4.791
H -3.653 3.345 -4.826
H -2.431 5.009 -3.444
H -0.494 4.258 -2.061
I 3.469 0.461 -1.871
I 4.145 0.559 -4.449
C 1.056 2.537 1.096
Ge 0.583 0.773 0.376
C -1.247 0.333 0.974
C -1.401 0.087 2.365
C -2.643 -0.133 2.901
C -3.769 -0.132 2.055
C -3.631 0.097 0.668
C -2.385 0.325 0.139
C 1.807 -0.581 1.163
C 2.902 -0.094 1.893
C 3.804 -0.944 2.514
C 3.636 -2.330 2.420
C 2.566 -2.860 1.693
C 2.393 -4.259 1.595
C 1.329 -4.806 0.868
C 0.436 -3.965 0.236
C 0.589 -2.573 0.325
C 1.640 -1.987 1.051
H 1.069 2.476 2.186
H 0.302 3.269 0.812
H 2.033 2.878 0.755
H -0.532 0.085 3.015
H -2.770 -0.303 3.962
H -4.753 -0.312 2.470
H -4.511 0.095 0.040
H -2.276 0.508 -0.922
H 3.050 0.974 1.999
H 4.631 -0.539 3.082
H 4.336 -2.997 2.909
H 3.098 -4.915 2.092
H 1.215 -5.880 0.805
H -0.388 -4.378 -0.331
H -0.128 -1.938 -0.185
```

Values from the calculation:
Multiplicity ... 2
Expectation value of S² ... 0.820
Lowest unoccupied orbital energy (spin up / spin down) ... -12.3 / -12.1 eV
Charge ... +3
Orbital gap (spin up / spin down) ... 4.50 / 4.65 eV

[3]
Formula: C38H58B3F4N11O4RbS3
Source: the Open Molecules 2025 dataset
Level of theory: the ωB97M-V functional and the def2-TZVPD basis

The geometry in XYZ format:
```
122
Properties=species:S:1:pos:R:3
Rb -0.384 -0.852 1.068
C 3.383 -3.934 -0.441
C 2.646 -2.780 -1.031
N 2.966 -1.560 -0.702
O 3.926 -1.341 0.226
B 3.529 -0.780 1.587
F 4.668 -0.224 2.094
F 2.535 0.203 1.413
O 3.050 -1.806 2.502
N 2.091 -2.629 1.941
C 1.286 -3.202 2.748
C 1.316 -3.014 4.237
C 0.279 -4.095 2.161
N -0.085 -3.818 0.971
O -1.023 -4.590 0.358
B -1.697 -3.838 -0.754
F -2.541 -4.719 -1.383
F -2.437 -2.798 -0.171
O -0.751 -3.340 -1.786
N 0.356 -2.720 -1.310
C 1.468 -3.125 -1.809
C 1.568 -4.143 -2.913
C -0.255 -5.221 3.008
H 4.167 -3.574 0.217
H 3.813 -4.540 -1.238
H 2.691 -4.545 0.136
H 1.644 -1.996 4.448
H 2.042 -3.695 4.684
H 0.338 -3.189 4.676
H 0.593 -4.210 -3.393
H 1.829 -5.124 -2.523
H 2.308 -3.828 -3.646
H 0.552 -5.711 3.552
H -0.755 -5.941 2.365
H -0.979 -4.843 3.730
C 0.759 5.687 3.468
C 0.586 4.201 3.121
C 1.697 3.772 2.170
C 0.689 3.333 4.385
N -0.756 4.030 2.562
C -1.872 4.181 3.362
C -2.948 3.804 2.647
N -2.536 3.424 1.397
B -3.531 2.774 0.421
N -3.048 2.874 -1.044
C -3.236 4.023 -1.762
C -2.790 3.829 -3.016
N -2.305 2.538 -3.100
C -2.437 1.974 -1.855
S -1.922 0.463 -1.391
C -1.913 1.978 -4.392
C -1.537 0.501 -4.335
C -0.712 2.767 -4.929
C -3.113 2.120 -5.343
N -3.857 1.298 0.782
C -4.624 0.575 -0.097
C -4.793 -0.670 0.390
N -4.131 -0.741 1.595
C -3.559 0.487 1.821
S -2.715 0.908 3.209
C -4.339 -1.806 2.582
C -4.971 -3.038 1.929
C -3.028 -2.277 3.220
C -5.293 -1.243 3.646
C -1.193 3.602 1.336
S -0.307 3.586 -0.077
H 1.742 5.852 3.904
H 0.671 6.288 2.564
H 0.003 6.017 4.179
H 2.657 3.927 2.654
H 1.607 2.719 1.920
H 1.674 4.344 1.250
H 1.715 3.330 4.744
H 0.046 3.690 5.185
H 0.399 2.311 4.146
H -1.813 4.535 4.370
H -3.981 3.770 2.930
H -4.558 3.399 0.485
H -3.670 4.898 -1.321
H -2.770 4.506 -3.844
H -0.682 0.336 -3.687
H -2.360 -0.099 -3.962
H -1.286 0.169 -5.340
H 0.143 2.623 -4.275
H -0.451 2.410 -5.922
H -0.930 3.830 -4.993
H -3.983 1.634 -4.907
H -3.359 3.162 -5.525
H -2.893 1.646 -6.297
H -4.977 1.007 -1.013
H -5.285 -1.507 -0.055
H -4.339 -3.402 1.125
H -5.054 -3.818 2.683
H -5.968 -2.834 1.546
H -2.398 -2.741 2.463
H -2.497 -1.449 3.685
H -3.261 -3.016 3.986
H -6.235 -0.949 3.184
H -5.496 -1.983 4.416
H -4.849 -0.365 4.111
C 7.289 -1.045 -3.215
N 6.200 -0.297 -2.628
C 6.503 0.074 -1.258
C 4.945 -1.032 -2.703
C 3.765 -0.124 -2.460
C 3.673 1.055 -3.189
C 2.614 1.926 -3.005
C 1.603 1.606 -2.115
C 1.669 0.431 -1.386
C 2.749 -0.420 -1.543
H 8.204 -0.463 -3.128
H 7.090 -1.212 -4.274
H 7.456 -2.021 -2.733
H 7.423 0.658 -1.246
H 6.626 -0.800 -0.600
H 5.693 0.681 -0.859
H 4.948 -1.880 -2.001
H 4.865 -1.435 -3.721
H 4.470 1.292 -3.878
H 2.586 2.857 -3.550
H 0.781 2.284 -1.945
H 0.884 0.197 -0.682
```

Values from the calculation:
Multiplicity ... 1
Lowest unoccupied orbital energy ... 1.9 eV
Charge ... -1
Orbital gap ... 6.09 eV